# 1
{"formula": "C40H37BrF4N6OPS3Tc", "method": "ωB97M-V with the def2-TZVPD basis set", "e_homo_ev": [-9.05, -9.07], "charge": 1, "spin_multiplicity": 4, "lumo_energy_ev": [-3.7, -7.3], "largest_force_ha_per_bohr": 0.091, "total_energy_ev": -177960.583, "symbols": ["Tc", "C", "C", "N", "C", "C", "C", "S", "N", "C", "O", "C", "C", "C", "C", "C", "C", "H", "H", "H", "H", "H", "H", "H", "H", "H", "H", "H", "H", "H", "H", "H", "S", "C", "C", "N", "C", "S", "C", "N", "F", "C", "C", "F", "C", "F", "C", "P", "C", "C", "C", "C", "C", "C", "C", "C", "C", "C", "C", "C", "C", "Br", "C", "F", "H", "H", "H", "H", "H", "H", "H", "H", "H", "H", "C", "C", "N", "C", "C", "N", "C", "C", "H", "H", "H", "H", "H", "H", "H", "H", "H", "H", "H", "H"], "xyz": [[13.038274, 9.407854, 15.972298], [10.420027, 13.318467, 14.407176], [11.489304, 13.318083, 13.190933], [11.664424, 11.950568, 12.654974], [10.785941, 11.560423, 11.540056], [9.471835, 10.963424, 11.963824], [12.401573, 11.029138, 13.317565], [13.295049, 11.435048, 14.825942], [12.463353, 9.801294, 12.883687], [13.357058, 8.820801, 13.110769], [13.886238, 8.569384, 14.237355], [13.523643, 7.946931, 11.911708], [12.537829, 7.733092, 10.951708], [12.709365, 6.734199, 10.001297], [13.876221, 6.050084, 9.946545], [14.946287, 6.420339, 10.708178], [14.800763, 7.379495, 11.721919], [10.552216, 14.269360, 14.982230], [10.542387, 12.514000, 15.205955], [9.461042, 13.272772, 13.881210], [12.432182, 13.722546, 13.552477], [11.034926, 13.919557, 12.335407], [11.232531, 10.960499, 10.723756], [10.653272, 12.478656, 10.896846], [9.521488, 10.397293, 12.859256], [9.027471, 10.334535, 11.195252], [8.756860, 11.777070, 12.122975], [11.571749, 8.224667, 11.155244], [11.996055, 6.458825, 9.238824], [13.943151, 5.134798, 9.214829], [15.906230, 5.880096, 10.612523], [15.717617, 7.765569, 12.295906], [12.256588, 10.041108, 17.983715], [10.824899, 9.068239, 18.102971], [9.949095, 9.215217, 19.188247], [9.444604, 9.617869, 20.174740], [10.482492, 8.179516, 17.044858], [11.179937, 8.077815, 15.478930], [9.374413, 7.295089, 17.234491], [8.517828, 6.508930, 17.200944], [13.353978, 13.456391, 3.519783], [14.106804, 13.139334, 4.646656], [15.235892, 12.378449, 4.396795], [15.511939, 12.069559, 3.141061], [15.988289, 11.926359, 5.444384], [17.149834, 11.225143, 5.199359], [15.768012, 12.495204, 6.674420], [16.396835, 11.988319, 8.272777], [16.770762, 10.329907, 7.823750], [17.952431, 9.789550, 8.231692], [18.424294, 8.548391, 7.773911], [17.506485, 7.695692, 7.133200], [16.223467, 8.193700, 6.807208], [15.893253, 9.504630, 7.134520], [17.891280, 13.023524, 8.327414], [18.812267, 12.815882, 7.235488], [19.678388, 13.911514, 6.941004], [19.705919, 15.006265, 7.706876], [18.959357, 15.129434, 8.876554], [17.948860, 14.224619, 9.072564], [14.745266, 13.521436, 6.806870], [14.398719, 14.423878, 8.452493], [13.888238, 13.826559, 5.787545], [12.915994, 14.736796, 5.914343], [18.622655, 10.421837, 8.828206], [19.446903, 8.330165, 7.988281], [17.860514, 6.689086, 6.851709], [15.595726, 7.553694, 6.207410], [14.917268, 9.924012, 6.908994], [18.770554, 11.789923, 6.690017], [20.247701, 13.911184, 6.046195], [20.279814, 15.892458, 7.381310], [19.072241, 15.987557, 9.551043], [17.305389, 14.285101, 9.987191], [14.950344, 8.903302, 18.449229], [16.178303, 8.224207, 19.008874], [16.891787, 7.249040, 17.995772], [17.268729, 8.050239, 16.858780], [16.033440, 8.714204, 16.182826], [14.713345, 8.501184, 17.024031], [14.485504, 7.036586, 17.142938], [15.778961, 6.322994, 17.515989], [15.179134, 9.962548, 18.475052], [14.012684, 8.745739, 18.998339], [15.827706, 7.570197, 19.804478], [16.939600, 8.914414, 19.368072], [17.722347, 7.367644, 16.118378], [18.142746, 8.835366, 16.889516], [15.724057, 8.286109, 15.231924], [16.072473, 9.854918, 16.050643], [14.214472, 6.619864, 16.171710], [13.757250, 6.900477, 17.939236], [16.374710, 5.776073, 16.734773], [15.548279, 5.602046, 18.340038]], "atomic_forces_ev_per_a": [[0.23, -0.56, -0.37], [1.23, 0.30, -0.23], [-1.82, -0.32, 0.87], [0.58, -0.34, 0.18], [0.57, 0.85, -1.93], [-1.03, 0.96, -0.65], [0.60, -0.10, 1.31], [-0.13, 1.29, -0.64], [-0.27, -0.47, -1.75], [-1.52, 0.95, 0.79], [-0.07, -0.41, -2.01], [2.11, -0.04, 0.21], [-1.20, -0.12, 1.14], [-0.95, 0.77, -0.29], [0.83, -2.75, -2.19], [1.75, -0.07, 1.41], [0.81, 0.24, -0.12], [-0.42, -0.56, -0.70], [-0.02, 0.71, -1.53], [-0.11, 0.00, 0.78], [0.05, -0.04, -0.34], [0.90, -0.56, 1.28], [0.61, -0.42, 1.22], [-0.29, -0.45, 1.12], [0.30, -0.58, 0.85], [0.16, -0.07, -0.14], [-0.06, -0.19, 0.20], [0.54, -0.23, -0.52], [-0.61, 0.28, 0.34], [0.07, 1.98, 1.44], [-0.57, 0.47, -0.03], [-1.68, -0.93, -0.62], [-0.99, 0.06, -0.08], [-0.48, -2.07, -3.25], [-1.04, 1.79, 3.67], [0.89, -1.37, -2.53], [-0.65, 1.36, 2.41], [0.88, 0.61, 0.81], [-1.30, -1.07, -0.38], [1.00, 0.99, 0.30], [1.08, -0.56, 1.96], [-1.21, 0.97, -4.41], [-0.50, -0.73, -0.83], [0.02, -0.17, 0.25], [2.26, 0.16, -0.34], [-1.73, 0.43, 0.08], [-2.89, 2.17, 1.73], [1.09, 0.15, -1.38], [-0.35, -0.38, 1.01], [2.81, -0.46, 0.44], [-1.66, 0.79, 0.44], [0.84, 0.55, -0.11], [0.90, 0.24, 0.07], [-1.35, -0.81, -0.45], [1.15, 0.42, -1.22], [-0.50, -0.50, 0.78], [-1.36, -2.97, -0.90], [0.51, 2.85, 1.16], [-0.42, 0.61, -0.21], [-0.54, -1.69, 1.96], [0.81, -1.05, 0.89], [0.39, -0.55, -0.29], [-0.55, 0.80, 1.03], [0.64, -0.77, -0.27], [-0.10, -0.39, -0.21], [0.35, -0.62, 0.07], [-0.56, 0.59, 0.06], [-0.43, 0.13, 0.19], [-0.03, -0.38, -0.28], [0.36, 2.38, 0.72], [0.56, -0.33, -0.63], [0.00, -0.77, 0.29], [-0.07, -0.38, -0.45], [0.45, 0.21, -1.07], [0.44, 1.14, -0.84], [1.11, -2.51, -0.47], [-2.42, 1.76, 1.78], [1.30, 1.05, -2.27], [-1.70, 1.47, 0.75], [1.98, 0.17, -0.10], [0.64, -0.20, -1.07], [2.66, -0.65, 1.17], [-0.47, 0.42, -0.22], [0.67, -0.16, -0.06], [0.48, 0.01, 0.35], [-0.15, -0.02, 0.06], [-0.36, -0.04, 0.13], [-1.73, -1.32, 1.20], [0.57, 0.00, -0.04], [0.24, -1.65, 0.23], [-0.75, 0.20, 0.15], [-0.36, -0.19, -0.41], [-1.45, 0.20, 0.20], [0.44, 0.50, -0.64]]}

# 2
{"formula": "C25H29IrN7O5S", "method": "ωB97M-V with the def2-TZVPD basis set", "e_homo_ev": [-13.00, -13.00], "charge": 2, "spin_multiplicity": 2, "lumo_energy_ev": [-7.1, -10.5], "largest_force_ha_per_bohr": 0.043, "total_energy_ev": -60722.372, "symbols": ["Ir", "O", "C", "C", "C", "N", "C", "C", "C", "O", "O", "C", "O", "O", "H", "H", "H", "C", "C", "N", "C", "C", "N", "H", "H", "H", "H", "H", "H", "C", "C", "C", "C", "N", "N", "H", "H", "H", "H", "H", "H", "H", "H", "H", "H", "H", "H", "S", "C", "C", "C", "N", "C", "C", "C", "C", "C", "N", "C", "C", "H", "H", "H", "H", "H", "H", "H", "H"], "xyz": [[1.138761, 1.468393, -0.405955], [-0.845565, 5.815322, 3.440518], [-0.346625, 4.883880, 2.631038], [0.801122, 4.139934, 2.920925], [1.194388, 3.180038, 2.024975], [0.511249, 2.922402, 0.916171], [-0.577448, 3.641463, 0.615716], [-1.031810, 4.637347, 1.434064], [-1.229169, 3.232106, -0.667664], [-2.222741, 3.773743, -1.067313], [-0.596977, 2.228140, -1.249398], [2.388843, 2.306400, 2.191921], [3.034194, 2.321254, 3.207438], [2.597079, 1.559390, 1.129893], [-0.329574, 5.920714, 4.249688], [1.392209, 4.293772, 3.815847], [-1.905378, 5.216367, 1.167126], [1.647567, 2.682298, -3.695769], [2.832057, 2.353739, -2.855353], [2.818829, 1.830497, -1.629773], [4.136133, 1.705049, -1.205785], [4.941645, 2.138301, -2.198001], [4.107680, 2.537945, -3.224587], [0.728238, 2.500247, -3.141549], [1.638363, 2.095685, -4.616260], [1.660215, 3.735194, -3.980046], [4.387276, 1.349066, -0.222701], [6.015072, 2.180385, -2.264133], [4.408336, 2.948808, -4.093910], [0.956785, -2.915857, -3.503967], [0.197869, -2.535911, -2.226493], [0.136473, -3.718810, -1.269808], [-1.208433, -2.062736, -2.584724], [0.921089, -1.470220, -1.491977], [0.829114, -0.141198, -1.948807], [0.402471, -3.663283, -4.074770], [1.936935, -3.334247, -3.265784], [1.090759, -2.043246, -4.148695], [-0.391249, -4.550149, -1.740373], [-0.394687, -3.434892, -0.355642], [1.138308, -4.060667, -0.997800], [-1.805593, -2.918979, -2.897893], [-1.208645, -1.358553, -3.420441], [-1.707205, -1.609627, -1.722041], [1.868222, -1.714073, -1.241122], [-0.120712, 0.034770, -2.267334], [1.475442, 0.066062, -2.711047], [-1.652885, -2.608055, 4.061832], [-0.948178, -1.635865, 2.770997], [0.409979, -1.344750, 2.866557], [1.004916, -0.554626, 1.905970], [0.320939, -0.055248, 0.869776], [-0.985227, -0.338689, 0.767880], [-1.653824, -1.116445, 1.688100], [-3.130217, -3.229091, 3.282141], [-3.022862, -4.295157, 2.383878], [-4.179336, -4.756829, 1.775146], [-5.316230, -4.169835, 2.078942], [-5.489302, -3.180084, 2.922395], [-4.372391, -2.665828, 3.567809], [1.003288, -1.728503, 3.687032], [2.055412, -0.307071, 1.962510], [-1.513620, 0.092875, -0.073334], [-2.710822, -1.298336, 1.551622], [-2.069370, -4.756492, 2.164105], [-4.186914, -5.579204, 1.065047], [-6.493323, -2.795633, 3.080811], [-4.480977, -1.843417, 4.262365]], "atomic_forces_ev_per_a": [[-0.19, -1.07, 1.96], [-0.08, 0.13, 0.00], [0.10, -0.16, -0.02], [-0.14, 0.19, 0.15], [-0.26, 0.05, -0.04], [0.74, 0.27, -0.41], [0.18, -0.19, -0.08], [-0.07, 0.18, 0.30], [0.34, -0.19, 0.06], [-0.11, -0.14, -0.23], [-0.36, -0.74, -1.13], [-0.05, -0.08, -0.45], [0.22, -0.24, -0.06], [0.72, -0.94, -0.24], [0.07, -0.03, -0.05], [-0.02, -0.02, -0.02], [-0.02, -0.08, -0.05], [0.06, 0.07, 0.01], [0.08, -0.09, 0.20], [-0.55, 1.66, -0.55], [-0.19, 0.00, 0.03], [0.01, -0.02, -0.17], [0.25, -0.01, -0.01], [0.01, 0.04, 0.01], [0.03, -0.01, 0.01], [0.00, 0.00, 0.01], [-0.05, -0.01, -0.05], [-0.06, 0.06, -0.04], [-0.03, -0.06, -0.03], [-0.18, -0.12, 0.00], [0.61, 0.22, -0.48], [-0.09, 0.01, 0.06], [0.00, -0.01, 0.14], [-0.88, -0.54, 0.66], [1.20, 0.75, 0.53], [0.05, 0.02, -0.03], [-0.02, 0.04, -0.01], [0.01, -0.03, 0.00], [0.08, -0.01, 0.01], [0.04, 0.00, -0.03], [-0.05, 0.01, 0.00], [0.03, 0.02, -0.04], [-0.04, 0.01, 0.06], [0.01, -0.01, -0.06], [0.11, 0.16, -0.18], [-0.01, 0.11, 0.04], [-0.17, -0.13, -0.25], [-0.09, -0.02, 0.35], [0.12, 0.10, -0.43], [-0.16, -0.30, 0.18], [0.02, -0.03, -0.13], [-1.44, 1.22, 0.53], [0.16, -0.05, 0.10], [-0.06, -0.25, 0.07], [0.21, 0.10, -0.24], [-0.28, 0.49, 0.33], [-0.42, -0.81, -0.79], [1.51, 0.60, 0.87], [-1.22, 0.07, -0.09], [0.43, -0.32, -0.14], [0.04, 0.02, -0.06], [-0.02, 0.05, 0.00], [0.04, 0.10, 0.03], [0.00, 0.06, -0.01], [-0.08, -0.07, -0.06], [-0.03, 0.02, 0.04], [0.02, -0.02, -0.01], [-0.09, -0.02, -0.03]]}

# 3
{"formula": "C3H8ClN2O", "method": "ωB97M-V with the def2-TZVPD basis set", "e_homo_ev": [-10.76, -13.73], "charge": 1, "spin_multiplicity": 3, "lumo_energy_ev": [-3.8, -5.0], "largest_force_ha_per_bohr": 0.080, "total_energy_ev": -20777.597, "symbols": ["C", "C", "C", "N", "N", "O", "Cl", "H", "H", "H", "H", "H", "H", "H", "H"], "xyz": [[0.528551, 0.271083, -0.467738], [-0.020567, -0.806452, 0.204306], [0.278137, 3.147756, 0.068503], [-1.093924, -0.662064, 1.003853], [0.176483, -2.261972, -0.551390], [1.169195, -0.391023, 0.672952], [-0.001583, 3.725168, -1.435843], [1.001759, 0.451414, -1.533671], [1.183402, 3.180893, 0.641608], [-0.567022, 2.988978, 0.715626], [-1.999107, -0.916317, 0.664698], [-1.037998, -1.015978, 2.003825], [0.985410, -2.533716, -1.080327], [-0.671043, -2.303130, -1.068002], [0.068307, -2.874640, 0.161601]], "atomic_forces_ev_per_a": [[2.56, 0.69, -2.58], [-0.12, -0.79, -0.51], [-0.44, -0.31, 2.31], [-1.35, -1.83, 3.02], [-0.82, 2.64, -0.48], [0.87, 1.31, -1.06], [0.14, 0.42, -1.26], [-0.76, -0.37, 2.54], [0.81, 0.31, -0.67], [-0.49, -0.09, -0.24], [-0.53, 0.27, -0.58], [0.40, 0.59, -1.69], [0.69, 0.49, -0.52], [-0.70, -0.45, -1.23], [-0.26, -2.87, 2.95]]}

# 4
{"formula": "C4H6O2", "method": "ωB97M-V with the def2-TZVPD basis set", "smiles": "O=C1CC(O)C1", "e_homo_ev": -9.23, "lumo_energy_ev": 0.8, "largest_force_ha_per_bohr": 0.074, "total_energy_ev": -8337.531, "symbols": ["C", "C", "C", "C", "H", "H", "H", "H", "H", "H", "O", "O"], "xyz": [[0.629783, -0.030274, 0.451446], [-0.329253, -1.089994, 0.077732], [-1.481757, 0.056116, -0.072796], [-0.256668, 1.077068, 0.019753], [2.362377, 0.514512, -0.362172], [0.968893, -0.043827, 1.435878], [-0.605647, -2.194759, 0.507272], [0.048871, -1.027820, -1.015941], [-0.215597, 1.199464, -1.103752], [-0.264398, 1.898660, 0.663555], [1.808651, -0.238281, -0.410741], [-2.665257, -0.120867, -0.190235]], "atomic_forces_ev_per_a": [[2.34, -1.05, -1.33], [-2.81, -1.33, -2.18], [1.18, -3.25, 1.51], [-2.30, -0.86, -2.29], [0.95, 1.22, 0.17], [0.36, 0.43, 1.87], [1.17, 2.96, -1.02], [-1.14, -1.61, 1.08], [0.80, 0.86, 1.21], [-0.38, 1.75, 0.36], [-1.36, -0.72, 0.61], [1.19, 1.59, 0.01]]}